Entry 1:
This record from the OMol25 dataset describes a cluster of 7 separate species, C24H65N3O13 in total. The level of theory is ωB97M-V with the def2-TZVPD basis set.

Properties
E_LUMO ... 0.1 eV
Strongest force on any atom ... 3.0 eV/Å
E ... -57018.6943 eV
Relative energy (zero: lowest compared OMol25 entry of this formula, charge and spin) ... 522.8 kJ/mol
Structure (SMILES) ... COCCNCCOC.COCCNCCOC.COCCNCCOC.OCCO.OCCO.OCCO.O

Last column: Löwdin charge in e.
Atoms and positions in Å:
O (1.099, -3.421, 4.706)  -0.070
O (9.307, -8.275, -4.970)  -0.071
O (1.648, -3.916, -4.176)  -0.082
O (3.374, -3.647, -1.790)  -0.054
O (4.668, 4.450, 9.012)  -0.167
O (-5.320, -1.961, -0.544)  -0.204
O (-1.362, -2.794, 6.674)  -0.069
O (1.388, 2.144, -7.296)  -0.208
O (-9.734, 2.404, -2.568)  -0.201
O (5.224, -6.508, 1.583)  -0.055
O (3.062, 2.714, 4.790)  -0.195
O (8.138, -6.571, -2.755)  -0.037
O (-1.174, 4.109, -2.231)  -0.212
N (-7.894, 0.562, -0.601)  -0.113
N (-0.839, 2.196, -5.325)  -0.066
N (2.026, 3.959, 7.547)  -0.064
C (-5.816, -0.728, -0.056)  -0.162
C (-0.580, 3.146, -3.115)  -0.174
C (-5.362, -2.257, -1.930)  -0.113
C (1.393, 3.896, 6.237)  -0.184
C (-7.898, 0.650, -2.050)  -0.205
C (-0.058, -2.653, 4.353)  -0.239
C (1.833, -4.914, -3.100)  -0.193
C (-10.188, 3.250, -1.486)  -0.100
C (7.960, -7.730, -4.805)  -0.233
C (-8.302, 2.085, -2.632)  -0.158
C (2.374, 1.150, -7.397)  -0.122
C (2.101, -4.230, -1.773)  -0.285
C (3.444, 2.259, 3.467)  -0.087
C (2.314, 3.875, 4.954)  -0.217
C (-1.071, 2.486, -6.813)  -0.135
C (0.052, 1.672, -7.618)  -0.192
C (5.535, 4.845, 10.075)  -0.121
C (-1.486, 3.011, -4.378)  -0.255
C (-1.277, -3.022, 5.240)  -0.218
C (-2.298, 3.766, -1.450)  -0.107
C (7.622, -7.711, -3.338)  -0.296
C (2.717, 5.207, 7.859)  -0.228
C (-7.417, -0.685, -0.012)  -0.174
C (3.486, 5.226, 9.120)  -0.263
H (-1.485, -4.071, 5.029)  0.108
H (2.510, -5.724, -3.371)  0.118
H (3.904, -4.041, -1.093)  0.089
H (2.017, 6.042, 7.900)  0.124
H (3.397, 1.435, -7.152)  0.087
H (2.128, -3.179, -3.792)  0.058
H (2.642, 3.161, 7.613)  0.109
H (-5.452, -0.568, 0.959)  0.118
H (6.549, -7.851, -3.209)  0.121
H (-0.024, 1.604, -8.703)  0.111
H (-2.939, 4.647, -1.458)  0.089
H (9.534, -8.431, -5.890)  0.077
H (-1.166, 3.485, -7.240)  0.101
H (-7.985, 2.276, -3.658)  0.109
H (6.097, -6.378, 1.214)  0.028
H (-7.749, -0.694, 1.026)  0.107
H (9.095, -6.601, -2.817)  0.095
H (1.746, 4.047, 4.040)  0.112
H (1.785, -4.814, -0.909)  0.119
H (0.113, -1.581, 4.453)  0.107
H (0.444, 3.303, -3.454)  0.119
H (5.115, -7.459, 1.611)  0.029
H (-5.505, 0.041, -0.763)  0.100
H (-0.540, -2.973, 7.136)  0.077
H (5.171, 4.915, 11.100)  0.091
H (-8.421, -0.196, -2.494)  0.108
H (-6.387, -2.316, -2.294)  0.080
H (-8.015, -1.456, -0.498)  0.109
H (6.161, 5.675, 9.748)  0.087
H (-2.904, 2.949, -1.843)  0.078
H (2.296, 0.915, -8.459)  0.083
H (-6.856, 0.432, -2.287)  0.092
H (-11.248, 3.446, -1.653)  0.084
H (4.051, 1.364, 3.333)  0.084
H (7.989, -8.662, -2.950)  0.118
H (0.125, 2.228, -5.025)  0.083
H (-4.969, -3.243, -2.178)  0.081
H (-1.727, 3.999, -4.773)  0.116
H (-2.046, 2.069, -7.066)  0.102
H (2.852, 4.787, 9.891)  0.126
H (3.450, 5.434, 7.085)  0.113
H (-4.663, -1.674, -2.530)  0.086
H (-8.849, 0.750, -0.333)  0.094
H (-9.808, 4.265, -1.597)  0.075
H (0.808, -5.257, -2.956)  0.109
H (7.259, -8.290, -5.424)  0.110
H (-7.571, 2.714, -2.125)  0.109
H (-0.216, 0.650, -7.352)  0.106
H (0.582, 3.169, 6.286)  0.111
H (-9.876, 2.883, -0.508)  0.077
H (6.287, 4.056, 10.100)  0.081
H (-0.515, 2.218, -2.547)  0.119
H (2.554, 2.051, 2.873)  0.073
H (1.452, -3.418, -1.443)  0.119
H (1.672, -3.435, 3.936)  0.078
H (3.681, 6.249, 9.443)  0.121
H (3.028, 4.698, 4.981)  0.108
H (-2.138, -2.482, 4.845)  0.112
H (7.732, -6.733, -5.182)  0.116
H (-0.274, -2.754, 3.289)  0.113
H (-2.488, 2.651, -4.145)  0.105
H (3.874, 3.049, 2.851)  0.078
H (2.135, 0.275, -6.793)  0.084
H (-1.864, 3.534, -0.478)  0.087
H (0.755, 4.779, 6.290)  0.107

=====

Entry 2:
This record from the OMol25 dataset describes a cluster of 6 separate species, C24H66Cl6N9O3P3 in total. The level of theory is ωB97M-V with the def2-TZVPD basis set.

Properties
E_LUMO ... 0.4 eV
Strongest force on any atom ... 2.0 eV/Å
E ... -148518.1453 eV
Structure (SMILES) ... CN(C)P(=O)(N(C)C)N(C)C.CN(C)P(=O)(N(C)C)N(C)C.CN(C)P(=O)(N(C)C)N(C)C.ClCCCl.ClCCCl.ClCCCl

Last column: Löwdin charge in e.
Atoms and positions in Å:
Cl (0.921, 0.338, -2.074)  0.582
Cl (0.493, -6.479, -1.887)  0.560
Cl (0.086, 6.047, -0.560)  0.529
Cl (0.247, -2.678, -4.022)  0.540
Cl (0.732, 0.917, 1.266)  0.614
Cl (-1.811, 4.195, -2.483)  0.567
P (-5.267, 0.854, 0.098)  0.517
P (5.704, 3.763, -1.413)  0.533
P (-0.246, -3.723, 2.104)  0.583
O (6.107, 5.167, -1.622)  -0.282
O (-4.889, 0.472, 1.479)  -0.290
O (-0.031, -3.734, 0.634)  -0.287
N (-6.688, 0.111, -0.392)  -0.302
N (6.896, 2.779, -0.768)  -0.311
N (-5.518, 2.495, -0.119)  -0.314
N (-4.150, 0.521, -1.095)  -0.295
N (-0.670, -5.261, 2.681)  -0.299
N (5.295, 2.963, -2.854)  -0.297
N (-1.531, -2.775, 2.676)  -0.299
N (4.339, 3.616, -0.437)  -0.288
N (1.076, -3.226, 3.026)  -0.323
C (-0.042, -4.846, -2.384)  -0.654
C (4.819, 1.582, -2.887)  -0.117
C (3.830, 2.325, 0.012)  -0.154
C (-0.539, 4.413, -0.143)  -0.658
C (8.148, 2.657, -1.503)  -0.109
C (-7.390, 0.445, -1.626)  -0.125
C (-2.906, -3.172, 2.402)  -0.109
C (0.874, -4.270, -3.454)  -0.629
C (-1.362, -5.543, 3.930)  -0.119
C (0.689, -0.895, -0.802)  -0.649
C (-6.765, 3.025, 0.449)  -0.104
C (-1.334, -1.341, 2.797)  -0.122
C (2.438, -3.462, 2.575)  -0.114
C (5.755, 3.472, -4.143)  -0.121
C (3.805, 4.748, 0.331)  -0.094
C (-0.116, -6.416, 1.975)  -0.104
C (-4.402, 3.419, 0.010)  -0.116
C (0.956, -3.161, 4.480)  -0.109
C (-2.859, -0.098, -0.836)  -0.114
C (-0.591, 3.510, -1.366)  -0.661
C (7.128, 2.911, 0.679)  -0.117
C (-4.264, 1.049, -2.457)  -0.105
C (-7.216, -1.024, 0.349)  -0.107
C (1.343, -0.557, 0.489)  -0.639
H (-1.866, -6.511, 3.880)  0.083
H (-7.093, -0.137, -2.498)  0.081
H (-6.759, 2.829, 1.527)  0.087
H (1.886, -4.161, -3.078)  0.071
H (-7.657, 2.569, 0.025)  0.065
H (-0.847, 2.518, -0.995)  0.024
H (2.417, -0.468, 0.291)  0.075
H (-1.329, -0.847, 1.828)  0.042
H (-2.985, -1.030, -0.282)  0.068
H (8.608, 3.617, -1.743)  0.087
H (-7.239, 1.506, -1.832)  0.060
H (-8.471, 0.365, -1.494)  0.082
H (3.734, 1.565, -2.743)  0.046
H (-2.009, -0.896, 3.528)  0.098
H (-4.187, 0.219, -3.165)  0.086
H (-0.797, -7.262, 2.068)  0.080
H (-3.434, 3.006, -0.253)  0.049
H (-3.105, -4.238, 2.480)  0.069
H (4.339, 4.889, 1.277)  0.080
H (2.414, -3.684, 1.504)  0.076
H (-0.378, -1.095, -0.747)  0.043
H (-8.304, -1.024, 0.337)  0.078
H (3.041, -2.559, 2.682)  0.082
H (1.010, -4.162, 4.912)  0.074
H (1.696, -2.454, 4.855)  0.090
H (6.779, 3.173, -4.406)  0.072
H (0.845, -6.683, 2.429)  0.081
H (-0.660, -5.676, 4.760)  0.070
H (-6.803, -0.998, 1.358)  0.066
H (-5.206, 1.551, -2.637)  0.060
H (-6.825, -1.964, -0.065)  0.080
H (-1.482, 4.562, 0.378)  0.056
H (-2.088, -4.772, 4.165)  0.063
H (3.890, 5.643, -0.280)  0.077
H (3.453, 2.362, 1.039)  0.068
H (5.211, 0.985, -2.064)  0.067
H (-4.380, 3.843, 1.022)  0.088
H (2.775, 4.507, 0.581)  0.060
H (-6.814, 4.102, 0.292)  0.083
H (1.136, -1.796, -1.223)  0.053
H (-0.085, -4.170, -1.531)  0.025
H (4.950, 1.126, -3.866)  0.081
H (5.852, 4.555, -4.046)  0.071
H (8.814, 1.976, -0.975)  0.081
H (0.145, 4.040, 0.622)  0.047
H (-3.559, -2.697, 3.139)  0.090
H (-3.427, 1.725, -2.654)  0.053
H (0.005, -2.741, 4.813)  0.076
H (7.577, 1.988, 1.042)  0.080
H (-0.335, -1.213, 3.228)  0.053
H (7.922, 2.138, -2.441)  0.072
H (6.200, 3.083, 1.229)  0.064
H (-2.385, -0.328, -1.788)  0.077
H (-3.266, -2.820, 1.431)  0.075
H (0.038, -6.233, 0.914)  0.026
H (-4.641, 4.267, -0.638)  0.083
H (5.067, 3.177, -4.931)  0.079
H (4.627, 1.580, 0.087)  0.071
H (1.331, -1.359, 1.229)  0.036
H (0.823, -4.851, -4.369)  0.057
H (7.734, 3.771, 0.977)  0.087
H (2.853, -4.346, 3.064)  0.086
H (0.383, 3.434, -1.840)  0.060
H (3.012, 1.914, -0.580)  0.034
H (-2.194, 0.524, -0.231)  0.061
H (-1.052, -5.068, -2.715)  0.063